{"formula": "C22H44F5IrNO2PS2Sb", "method": "ωB97M-V/def2-TZVPD", "symbols": ["Ir", "C", "C", "C", "C", "Sb", "C", "C", "C", "C", "C", "C", "C", "C", "H", "H", "H", "H", "H", "H", "H", "H", "H", "H", "H", "H", "H", "H", "H", "H", "H", "H", "H", "H", "H", "H", "H", "H", "H", "H", "H", "C", "C", "C", "O", "P", "S", "S", "O", "C", "C", "C", "H", "H", "H", "H", "H", "H", "H", "H", "H", "H", "H", "H", "H", "H", "C", "C", "N", "H", "H", "H", "F", "C", "F", "C", "F", "F", "F"], "xyz": [[-0.75644, 0.68250, 0.10282], [4.50246, -0.53530, -0.50708], [3.19736, -0.95800, 0.10982], [3.13006, -2.43530, 0.39302], [2.81056, -0.12510, 1.30562], [1.47036, -0.47320, -1.44958], [1.96686, 1.52470, -2.50208], [2.28696, 2.49780, -1.38248], [0.69476, 1.93530, -3.21858], [3.13936, 1.37450, -3.44588], [1.70466, -2.23520, -3.17038], [3.15446, -2.29410, -3.53718], [0.81656, -1.69940, -4.25258], [1.19376, -3.47850, -2.51208], [5.31046, -0.80690, 0.17472], [4.55966, 0.53950, -0.65498], [4.70366, -1.04120, -1.44788], [3.79036, -2.66770, 1.23072], [3.47536, -3.02350, -0.45468], [2.12426, -2.74800, 0.67412], [3.55916, -0.26490, 2.08742], [1.85386, -0.43980, 1.72162], [2.77806, 0.93970, 1.07962], [1.49006, 2.52030, -0.63428], [2.37806, 3.50060, -1.79908], [3.23616, 2.26990, -0.90298], [-0.14384, 2.00610, -2.52258], [0.42476, 1.23960, -4.00928], [0.83456, 2.91440, -3.67698], [4.02446, 0.99430, -2.93988], [3.40226, 2.35400, -3.84838], [2.90366, 0.73570, -4.29408], [3.54096, -1.34660, -3.90278], [3.26596, -3.00930, -4.35618], [3.77796, -2.65730, -2.72418], [1.25526, -0.84220, -4.75848], [-0.17764, -1.44730, -3.88928], [0.68106, -2.47840, -5.00648], [1.86026, -3.84660, -1.73748], [1.12736, -4.26020, -3.27258], [0.19596, -3.35480, -2.10578], [-3.84464, -2.18790, 3.07292], [-3.22254, -2.31760, 4.44692], [-3.99064, -1.56750, 5.51852], [-1.82514, -1.87400, 4.42982], [-1.17154, -0.65380, 3.74452], [0.70196, -0.46280, 4.45752], [-0.91944, -1.07480, 1.71772], [-2.14884, 0.55220, 4.02052], [-2.12884, 1.92860, 3.59902], [-0.73894, 2.40320, 3.22302], [-3.13964, 2.09190, 2.47412], [-4.85154, -2.59490, 3.09602], [-3.26974, -2.74200, 2.33362], [-3.90434, -1.14190, 2.77402], [-3.12154, -3.37190, 4.72382], [-4.15824, -0.53200, 5.23052], [-3.44864, -1.59610, 6.46082], [-4.95554, -2.04560, 5.67002], [-2.47114, 2.47700, 4.48392], [-0.36954, 1.86260, 2.33912], [-0.04394, 2.25150, 4.04562], [-0.76764, 3.46440, 2.99182], [-2.82584, 1.53370, 1.58612], [-3.24354, 3.14080, 2.21432], [-4.11034, 1.71840, 2.78762], [-2.24204, 4.83870, -1.06908], [-1.58764, 3.69430, -0.56638], [-1.03494, 2.75610, -0.17818], [-1.77344, 5.74920, -0.69318], [-3.28924, 4.82650, -0.76328], [-2.19704, 4.83330, -2.16008], [-2.48524, 0.79540, -2.31698], [-2.59934, 0.12560, -1.11688], [-3.78824, 0.52890, -0.57998], [-2.68254, -1.37260, -1.42648], [-1.40724, -1.79040, -1.73308], [-3.43834, -1.73470, -2.44658], [-3.04884, -2.07160, -0.35538]], "atomic_forces_ev_per_a": [[-1.638, -1.387, 0.309], [0.087, 0.095, -0.158], [-1.339, 0.545, -0.648], [-0.128, -0.135, -0.056], [0.108, 0.024, 0.315], [0.704, 0.639, 0.189], [-0.351, -0.626, 0.671], [-0.027, -0.058, 0.079], [-0.137, -0.149, 0.070], [0.029, -0.235, 0.001], [-0.704, 0.683, 0.782], [0.284, 0.275, 0.231], [-0.259, 0.009, -0.317], [-0.159, -0.311, 0.093], [0.075, -0.047, 0.135], [0.033, 0.094, -0.057], [0.048, -0.004, -0.087], [0.093, 0.029, 0.095], [-0.040, -0.079, -0.019], [-0.013, -0.101, 0.026], [0.126, 0.002, 0.145], [0.005, 0.014, -0.019], [-0.013, 0.099, -0.017], [0.134, 0.083, 0.026], [-0.010, 0.176, -0.078], [0.025, -0.023, 0.122], [0.003, 0.005, -0.115], [-0.060, -0.048, -0.088], [0.075, 0.148, -0.060], [0.087, -0.057, -0.026], [-0.048, 0.145, -0.021], [0.023, -0.047, -0.064], [0.050, 0.057, -0.003], [-0.143, -0.116, -0.090], [0.044, -0.018, 0.056], [-0.012, 0.089, 0.009], [-0.029, 0.002, -0.039], [0.071, -0.114, -0.102], [0.015, 0.010, 0.068], [0.053, -0.074, -0.134], [-0.068, -0.045, 0.026], [0.196, -0.151, 0.052], [-0.911, -0.299, 0.040], [0.293, -0.065, -0.026], [0.702, 0.395, -0.258], [-0.234, 0.774, -0.335], [-0.462, -0.179, -0.448], [0.531, -0.551, -0.541], [0.409, -1.066, 0.228], [-0.039, 0.828, -0.336], [-0.061, -0.088, 0.193], [0.155, -0.212, 0.304], [-0.099, -0.020, 0.036], [-0.035, -0.018, -0.065], [-0.073, 0.067, -0.049], [0.011, 0.220, -0.066], [-0.014, 0.043, -0.001], [-0.007, 0.021, 0.084], [-0.049, -0.058, -0.033], [0.062, -0.106, -0.163], [0.047, 0.109, 0.174], [0.072, 0.057, -0.073], [-0.034, 0.089, -0.070], [-0.037, -0.029, -0.017], [0.016, 0.145, -0.039], [-0.113, -0.044, -0.050], [-0.685, 1.077, -0.346], [1.192, -1.692, 0.755], [-0.594, 0.599, -1.492], [0.025, -0.022, -0.013], [-0.013, 0.019, -0.013], [0.028, -0.006, 0.028], [0.128, -0.518, 0.895], [1.135, 1.561, 0.153], [1.174, -0.250, 0.043], [1.164, -1.370, 0.058], [-0.499, 0.195, -0.054], [-0.170, 0.669, 0.159], [-0.204, 0.329, 0.039]], "lumo_energy_ev": [-8.12, -8.64], "e_homo_ha": [-0.5201, -0.5209], "s2": 0.77, "e_above_lowest_ev": 3.914, "homo_lumo_gap_ha": [0.2218, 0.2034], "max_force_ev_per_a": 2.2, "charge": 2, "spin_multiplicity": 2}


{"formula": "C46H39ClN3P2Y", "method": "ωB97M-V/def2-TZVPD", "symbols": ["Y", "Cl", "P", "P", "C", "C", "C", "C", "C", "C", "C", "C", "C", "C", "C", "H", "H", "H", "H", "H", "C", "C", "C", "C", "C", "H", "H", "H", "H", "H", "C", "C", "C", "C", "C", "H", "H", "H", "H", "H", "C", "C", "C", "C", "C", "H", "H", "H", "H", "H", "C", "C", "C", "C", "C", "H", "H", "H", "H", "H", "C", "C", "C", "C", "C", "H", "H", "H", "H", "H", "H", "H", "N", "C", "C", "C", "C", "C", "C", "C", "N", "C", "C", "N", "C", "H", "H", "H", "H", "H", "H", "H"], "xyz": [[-0.58779, -0.11634, -1.01512], [-0.48871, -1.63689, -3.02306], [2.12427, 1.36461, -1.15385], [-1.56474, -1.72617, 1.18976], [1.78032, 2.82048, -2.22664], [3.29050, 0.43514, -2.21621], [3.21100, 2.05407, 0.15570], [-1.82413, -1.46061, 2.98553], [-3.25264, -1.71085, 0.48097], [-1.14646, -3.49984, 1.05673], [1.86960, 4.14637, -1.77696], [1.38310, 5.18668, -2.57353], [0.83699, 4.91155, -3.82963], [0.81552, 3.60282, -4.31217], [1.28485, 2.56078, -3.51702], [2.25218, 4.35678, -0.78012], [1.41377, 6.20997, -2.19919], [0.47195, 5.72139, -4.45735], [0.41327, 3.38795, -5.30313], [1.17969, 1.52943, -3.85792], [2.57498, 2.77044, 1.19315], [3.31001, 3.27602, 2.26811], [4.70113, 3.10230, 2.31501], [5.34110, 2.39333, 1.29441], [4.60305, 1.85989, 0.22633], [1.49514, 2.92768, 1.14684], [2.79904, 3.81802, 3.06662], [5.28066, 3.52866, 3.14057], [6.42457, 2.25081, 1.32637], [5.11701, 1.29604, -0.55325], [4.02595, 0.97295, -3.28705], [4.80933, 0.13723, -4.09532], [4.88988, -1.23009, -3.81155], [4.18227, -1.76340, -2.72743], [3.39258, -0.94137, -1.93446], [3.96966, 2.04036, -3.50886], [5.35544, 0.54998, -4.94812], [5.50793, -1.88738, -4.42508], [4.24098, -2.82961, -2.49730], [2.82572, -1.37616, -1.10603], [-3.51529, -2.45396, -0.68470], [-4.76741, -2.36415, -1.29405], [-5.74425, -1.50495, -0.78205], [-5.46690, -0.75093, 0.36568], [-4.24702, -0.87938, 1.01979], [-2.73599, -3.10592, -1.10106], [-4.95799, -2.94672, -2.19879], [-6.69401, -1.38061, -1.30422], [-6.19501, -0.04017, 0.75071], [-4.05389, -0.33870, 1.94859], [-1.65883, -0.14991, 3.48875], [-1.83509, 0.12199, 4.84615], [-2.20484, -0.89498, 5.73592], [-2.39114, -2.18864, 5.24597], [-2.18365, -2.47988, 3.88884], [-1.38947, 0.67011, 2.81859], [-1.68810, 1.13190, 5.22882], [-2.34395, -0.68109, 6.80018], [-2.68919, -2.98335, 5.93502], [-2.30125, -3.51179, 3.55927], [-2.06357, -4.53879, 1.29346], [-1.64873, -5.87204, 1.17828], [-0.33467, -6.17779, 0.81621], [0.57111, -5.13986, 0.56565], [0.18144, -3.81025, 0.69806], [-3.10201, -4.32163, 1.55864], [-2.36466, -6.67742, 1.34501], [-0.02088, -7.21594, 0.69925], [1.58656, -5.36743, 0.24511], [0.90652, -3.01151, 0.49725], [2.13106, -0.03818, 3.18178], [2.46554, -0.65002, 2.90618], [-8.96088, 7.08070, -1.41700], [-8.02250, 6.37302, -1.41823], [-6.86311, 5.53701, -1.33445], [-6.51438, 4.94979, -0.10945], [-5.31991, 4.23232, 0.04003], [-4.49910, 4.05043, -1.07661], [-4.85122, 4.62588, -2.30568], [-6.04947, 5.32393, -2.44927], [-3.35825, 3.20324, -1.02978], [-2.45209, 3.05124, -2.05988], [-1.59865, 2.05222, -1.72795], [-1.96984, 1.54989, -0.46180], [-3.02065, 2.30081, -0.07318], [-7.20403, 5.06599, 0.72602], [-5.04414, 3.84180, 1.01991], [-4.21123, 4.50836, -3.17661], [-6.32345, 5.67642, -3.44376], [-2.51152, 3.63951, -2.96461], [-0.56603, 1.88006, -2.11046], [-3.50092, 2.27713, 0.89711]], "atomic_forces_ev_per_a": [[0.972, -1.906, -0.069], [-0.102, 0.819, 0.963], [1.391, 0.665, -0.707], [-0.678, -1.325, 0.767], [-0.314, 0.253, -0.094], [-0.119, -0.865, -0.023], [-0.234, 0.065, 0.977], [0.183, 0.767, 0.572], [-0.200, 0.211, -0.224], [0.751, -0.035, -0.236], [-0.397, -0.251, -0.027], [-0.048, -0.172, -0.067], [0.333, 0.037, 0.042], [-0.069, -0.062, 0.003], [-0.466, 0.106, 0.397], [0.015, 0.014, -0.275], [0.046, -0.260, -0.141], [0.033, -0.129, 0.161], [0.147, 0.073, 0.250], [0.210, 0.159, -0.102], [0.403, -0.242, 0.017], [0.063, 0.045, -0.197], [-0.215, -0.078, -0.223], [-0.260, 0.037, -0.089], [-0.240, 0.031, -0.032], [0.194, -0.032, 0.132], [0.176, -0.148, -0.269], [-0.256, -0.243, -0.330], [-0.414, 0.030, -0.046], [-0.140, 0.142, 0.214], [-0.123, -0.111, 0.015], [-0.104, -0.069, 0.330], [-0.146, 0.094, 0.213], [0.209, -0.099, -0.044], [-0.079, 0.331, -0.363], [0.020, -0.335, 0.044], [-0.195, -0.099, 0.377], [-0.219, 0.231, 0.135], [0.031, 0.347, -0.141], [0.162, 0.088, -0.170], [0.128, 0.218, 0.096], [-0.044, 0.074, -0.150], [0.384, 0.183, -0.022], [-0.063, -0.065, -0.099], [0.208, -0.055, -0.248], [-0.424, 0.246, 0.122], [-0.011, 0.190, 0.340], [0.243, -0.135, 0.228], [-0.023, -0.281, -0.034], [-0.077, -0.089, -0.246], [-0.096, -0.367, 0.091], [-0.119, -0.116, 0.154], [0.050, 0.020, -0.418], [0.100, 0.052, -0.183], [-0.003, 0.189, 0.040], [0.028, -0.218, 0.111], [-0.019, -0.225, -0.174], [0.059, -0.069, -0.456], [0.143, 0.220, -0.329], [0.058, 0.335, 0.040], [0.249, -0.153, -0.078], [-0.026, 0.259, -0.043], [0.029, 0.453, -0.108], [0.022, -0.194, 0.011], [-0.510, -0.139, -0.011], [0.347, -0.037, -0.151], [0.183, 0.253, 0.011], [-0.104, 0.321, 0.065], [-0.217, 0.001, 0.139], [-0.255, -0.286, 0.113], [0.099, -0.190, -0.110], [-0.109, 0.191, 0.081], [2.534, -1.919, -0.085], [-2.735, 1.825, 0.100], [0.494, -0.490, 0.039], [0.272, 0.049, 0.106], [-0.282, 0.112, -0.291], [-1.126, 0.768, -0.217], [-0.227, -0.239, 0.142], [0.564, -0.058, -0.004], [1.306, -0.975, -0.013], [-0.161, 0.237, -0.554], [-0.006, 0.474, 0.855], [-1.031, 1.775, 0.178], [0.714, -0.385, -0.519], [0.358, 0.038, -0.090], [-0.198, 0.038, -0.285], [-0.345, -0.018, 0.151], [0.018, 0.148, 0.408], [0.249, -0.071, 0.294], [-0.931, 0.421, -0.430], [-0.013, -0.399, -0.303]], "lumo_energy_ev": -6.14, "e_homo_ha": -0.5060, "homo_lumo_gap_ha": 0.2803, "max_force_ev_per_a": 3.3, "charge": 2}


{"formula": "C25H30Br3O7P", "method": "ωB97M-V/def2-TZVPD", "symbols": ["C", "C", "Br", "C", "Br", "C", "C", "C", "C", "C", "C", "P", "O", "Br", "C", "O", "C", "C", "C", "C", "C", "C", "C", "O", "H", "H", "H", "H", "H", "H", "H", "H", "H", "H", "C", "O", "C", "C", "O", "C", "H", "H", "H", "H", "H", "H", "H", "H", "H", "H", "C", "O", "C", "C", "O", "C", "H", "H", "H", "H", "H", "H", "H", "H", "H", "H"], "xyz": [[-0.28361, -2.56551, 1.18286], [0.02663, -1.12040, 0.97013], [-1.55511, -0.07196, 0.79930], [1.25152, -0.59450, 0.95897], [2.67856, -1.81288, 1.29865], [1.63605, 0.80830, 0.70533], [1.31028, 1.35086, -0.54349], [1.68151, 2.64618, -0.88788], [2.37740, 3.43225, 0.02256], [2.70697, 2.92729, 1.26695], [2.35223, 1.62385, 1.60089], [2.92902, 1.25269, 3.31408], [4.16508, 0.22693, 3.03646], [1.28846, 0.01279, 4.22352], [2.77111, 4.79696, -0.42459], [2.72214, 5.76839, 0.27814], [3.20096, 4.84638, -1.84567], [4.26657, 5.61909, -2.27765], [4.63394, 5.57717, -3.61675], [3.95892, 4.78126, -4.53335], [2.88305, 4.01326, -4.10460], [2.51787, 4.05093, -2.76795], [1.40322, 3.22501, -2.23500], [0.36557, 3.06507, -2.81330], [0.43609, -3.20162, 0.68360], [-1.24611, -2.78341, 0.73372], [-0.33380, -2.79467, 2.24384], [0.78610, 0.74575, -1.26573], [3.24893, 3.53416, 1.97691], [4.80334, 0.33915, 3.74828], [4.81383, 6.23233, -1.57951], [5.47988, 6.16252, -3.94276], [4.24757, 4.74041, -5.56985], [2.32730, 3.38060, -4.77823], [-6.74098, 3.12624, -0.36346], [-5.93184, 4.27287, -0.54853], [-5.06308, 4.53107, 0.54340], [-3.65445, 4.04888, 0.27298], [-3.59048, 2.63717, 0.16067], [-3.54145, 2.18153, -1.18549], [-7.16895, 2.86410, -1.32986], [-6.16269, 2.27792, 0.00912], [-7.55751, 3.34219, 0.33478], [-5.45077, 4.07504, 1.45960], [-5.04063, 5.61579, 0.68785], [-3.01896, 4.33588, 1.11724], [-3.25496, 4.52458, -0.62796], [-2.54864, 2.34295, -1.60113], [-4.28671, 2.68139, -1.80872], [-3.74959, 1.11147, -1.17696], [1.26611, -6.22208, 1.27100], [0.09095, -6.42829, 0.50704], [0.13111, -7.60644, -0.28296], [-0.63309, -8.74314, 0.36012], [-0.03112, -9.16696, 1.57256], [-0.66945, -8.65336, 2.72804], [1.04469, -5.46297, 2.02035], [1.58967, -7.13384, 1.77739], [2.07662, -5.85549, 0.63099], [1.16575, -7.90534, -0.47606], [-0.33758, -7.36789, -1.24269], [-0.62597, -9.59945, -0.32135], [-1.67474, -8.45306, 0.52786], [-1.60874, -9.18519, 2.91428], [-0.87114, -7.58366, 2.63866], [-0.00284, -8.81654, 3.57334]], "atomic_forces_ev_per_a": [[-0.347, 0.057, -0.442], [0.035, -0.056, -0.010], [0.448, 0.324, 0.029], [-0.375, -0.180, 0.165], [0.104, 0.100, -0.256], [0.107, 0.580, -0.493], [-0.031, 0.093, 0.168], [0.062, -0.412, 0.414], [0.018, -0.017, -0.125], [-0.329, -0.221, -0.138], [0.014, -0.722, 0.546], [-0.032, 0.742, 0.266], [-0.069, -0.089, -0.091], [0.046, -0.081, -0.202], [-0.016, -0.241, -0.234], [0.288, 0.455, 0.570], [0.194, -0.065, -0.526], [-0.145, 0.020, -0.193], [0.185, 0.024, -0.055], [-0.341, -0.150, 0.355], [-0.011, 0.237, 0.169], [0.120, -0.013, 0.138], [0.320, 0.088, 0.257], [-0.612, -0.433, -0.528], [0.256, -0.119, 0.132], [-0.187, -0.085, 0.109], [0.086, -0.096, 0.159], [-0.138, -0.082, -0.086], [-0.002, 0.166, 0.066], [0.122, -0.076, 0.074], [-0.002, 0.097, 0.108], [0.078, 0.080, -0.061], [0.171, 0.091, -0.132], [-0.057, -0.034, -0.133], [-0.049, 0.050, -0.008], [0.054, -0.122, 0.025], [-0.051, 0.191, -0.177], [0.108, -0.112, 0.220], [-0.129, -0.079, -0.183], [-0.117, -0.035, 0.179], [-0.005, 0.046, -0.010], [0.007, -0.001, 0.008], [0.012, -0.056, 0.026], [0.020, -0.034, 0.009], [0.015, -0.014, 0.038], [-0.001, 0.033, -0.028], [-0.034, 0.013, -0.020], [0.172, 0.046, -0.155], [0.010, 0.014, 0.019], [0.022, 0.024, 0.026], [0.006, 0.097, -0.049], [0.043, -0.073, 0.108], [-0.178, 0.189, -0.057], [0.155, -0.211, 0.004], [-0.011, 0.144, 0.027], [0.005, -0.076, 0.003], [-0.020, 0.023, -0.031], [-0.013, -0.021, -0.014], [0.046, -0.037, 0.039], [0.013, -0.031, 0.026], [0.022, -0.031, -0.014], [-0.029, 0.019, -0.018], [-0.005, 0.044, 0.002], [-0.032, 0.056, 0.014], [-0.008, 0.005, -0.013], [0.013, -0.044, -0.018]], "lumo_energy_ev": -0.96, "e_homo_ha": -0.3285, "e_above_lowest_ev": 0.000, "homo_lumo_gap_ha": 0.2931, "max_force_ev_per_a": 0.9}